(1)
C38H76IN4O10PS2 | ωB97M-V with the def2-TZVPD basis set

The geometry in XYZ format:
```
132
Properties=species:S:1:pos:R:3
H 1.43798 -8.14894 -2.71624
N 2.14888 -7.95385 -1.96611
C 1.41460 -7.51217 -0.86234
N 2.15189 -7.16565 0.44590
N -0.08607 -7.44278 -1.04031
C -0.50349 -6.06579 -1.59406
C -1.13315 -5.24173 -0.32470
C -1.40581 -3.62445 -0.65348
C -3.00441 -3.37136 -0.44468
C -3.36922 -2.25513 0.74873
C -2.69838 -0.78719 0.48716
C -3.88059 0.30929 0.03020
C -3.35718 1.28655 -1.22471
C -4.63075 1.44523 -2.29736
C -4.08665 2.44289 -3.49650
C -3.93071 4.01090 -3.04030
C -2.69800 4.67982 -3.94315
C -2.47922 6.26801 -3.52398
C -0.94804 6.81945 -3.82581
C -0.99702 8.36303 -4.46734
C -0.68224 9.52629 -3.34194
C -1.73011 9.42428 -2.06321
C -1.08046 8.75303 -0.71518
C -0.02403 9.76930 0.02182
C 1.31507 9.03672 0.64062
C 2.11826 8.08632 -0.44116
C -1.67278 -0.22545 1.61294
C -0.14344 -0.77175 1.58536
C 0.72764 -0.59173 0.23585
O 0.36935 -0.20045 -0.97925
I 2.91170 -1.02022 0.44972
P -1.63324 1.71533 1.77452
S -0.59142 2.62514 0.42857
S -2.32657 -0.73861 3.34156
O -2.91267 0.51601 4.10206
O -1.12928 -1.20882 4.25779
O -3.59627 -1.86477 3.27351
C -3.22274 -2.87361 2.25659
N -1.93642 -3.61388 2.54093
H 2.11236 -8.03631 1.04862
H 3.15796 -7.00298 0.19938
H -0.48483 -7.47901 -0.05411
H 0.46914 -5.55682 -1.99951
H -1.31719 -6.27653 -2.43899
H -2.08356 -5.79380 0.07629
H -0.33083 -5.29598 0.55770
H -1.12001 -3.44131 -1.79606
H -0.69693 -3.04110 0.07052
H -3.65654 -4.32950 -0.28551
H -3.40045 -2.85970 -1.44811
H -4.54817 -2.10653 0.61090
H -2.06805 -0.91994 -0.51967
H -4.83131 -0.23842 -0.44135
H -4.30105 0.92358 0.93789
H -3.20791 2.35368 -0.76622
H -2.42495 0.85050 -1.78124
H -5.03503 0.41201 -2.67752
H -5.55214 2.01960 -1.80106
H -3.02329 2.04805 -3.80267
H -4.80753 2.32463 -4.42127
H -3.67047 4.16202 -1.89647
H -4.90543 4.66738 -3.22793
H -1.68921 4.11002 -3.66672
H -2.92831 4.57823 -5.10961
H -2.74394 6.46808 -2.39112
H -3.27046 6.88348 -4.15312
H -0.24716 6.77731 -2.87274
H -0.44050 6.08937 -4.62111
H -0.24448 8.40902 -5.38847
H -2.05787 8.58870 -4.90743
H -0.83633 10.58329 -3.83929
H 0.45206 9.47530 -3.00854
H -2.04573 10.53181 -1.76523
H -2.72785 8.87485 -2.37430
H -1.96808 8.57127 0.05916
H -0.60196 7.68077 -0.91896
H -0.58940 10.26792 0.92706
H 0.31924 10.64704 -0.70208
H 2.05377 9.91364 0.97267
H 1.05194 8.44095 1.62021
H 3.28048 8.28641 -0.47345
H 2.00095 6.96979 -0.04469
H 1.66005 8.14355 -1.51761
H 0.43630 -0.17687 2.44530
H -0.03404 -1.91502 1.91384
H -0.94957 1.94708 3.05573
H -2.93926 2.30068 1.92605
H -4.07957 -3.70455 2.33594
H -2.10778 -4.59972 2.21797
H -1.73316 -3.68557 3.57232
C 4.90841 -2.28442 -3.57065
C 6.33273 -2.77829 -3.40896
O 7.24449 -1.98325 -4.19065
C 7.80109 -0.82561 -3.77771
C 7.24849 -0.15157 -2.55412
O 8.70198 -0.30091 -4.42470
H 4.79380 -1.25971 -3.20776
H 4.21334 -2.92596 -3.02217
H 4.62316 -2.27867 -4.62808
H 6.64701 -2.82379 -2.36282
H 6.40303 -3.80059 -3.79764
H 6.49016 0.57294 -2.85904
H 8.06382 0.37193 -2.04603
H 6.82953 -0.83992 -1.82187
C -4.63672 -7.66737 6.09007
C -3.65177 -6.60769 5.63655
O -2.92241 -7.04708 4.47491
C -3.35469 -6.91791 3.20334
C -4.79228 -6.55619 2.95967
O -2.60304 -7.15173 2.26213
H -5.39136 -7.86944 5.32551
H -5.14614 -7.35373 7.00530
H -4.11955 -8.61372 6.28115
H -4.12638 -5.63867 5.46045
H -2.90850 -6.44897 6.42614
H -5.37348 -7.47257 2.83553
H -4.85218 -5.96395 2.04171
H -5.23225 -5.94220 3.74388
C 7.16342 -0.24657 4.61322
C 5.94126 -0.63175 3.80283
O 6.30478 -0.95896 2.44812
C 6.72397 -2.17422 2.03841
C 7.11441 -3.19261 3.07151
O 6.84283 -2.42270 0.84273
H 7.87371 -1.07399 4.68881
H 6.87606 0.05674 5.62364
H 7.69454 0.58271 4.13390
H 5.36792 -1.44082 4.26322
H 5.26644 0.22966 3.74207
H 8.18928 -3.12196 3.25212
H 6.87818 -4.18886 2.68595
H 6.57400 -3.09729 4.01195
```

Calculated values
LUMO (eV): -0.51
Orbital gap (eV): 8.410
SMILES: [H]/N=C(/N)NCCCC[C@@H]1[C@@H](CCCCCCCCCCCCCCC)[C@@](CC(=O)I)([PH2]=S)S(=O)(=O)O[C@@H]1N.CCOC(C)=O.CCOC(C)=O.CCOC(C)=O


(2)
C20H35AsBrCoF6N6O8S2Si2 | ωB97M-V with the def2-TZVPD basis set

The geometry in XYZ format:
```
82
Properties=species:S:1:pos:R:3
Co 0.67651 -1.24391 1.01801
N 2.71759 -2.06582 1.92061
C 3.86711 -1.55541 1.14642
C 4.79711 -0.61471 1.95359
C 4.36337 0.85201 2.10785
C 3.01495 0.96729 2.79932
N 2.34450 2.27514 2.74120
C 1.67787 2.65855 1.62995
N 0.60812 3.47645 1.78647
N 2.10114 2.37186 0.41369
C 3.39595 -0.80139 -0.11109
O 4.23589 -0.55184 -0.96213
O 2.17847 -0.38097 -0.09963
H 2.94302 -2.13624 2.90640
H 2.48419 -2.99842 1.59547
H 4.47931 -2.38941 0.79482
H 5.74514 -0.60938 1.41643
H 4.98609 -1.06005 2.93829
H 4.33573 1.30659 1.11691
H 5.11995 1.39611 2.67825
H 3.12996 0.73809 3.86047
H 2.33983 0.23308 2.37765
H 1.79270 2.44566 3.57160
H 0.05807 3.25118 2.61335
H 0.02461 3.51048 0.95474
H 2.51673 1.44317 0.25761
H 1.38089 2.51610 -0.30503
F -2.96532 -3.83921 -2.92793
C -2.80255 -2.77124 -2.14665
F -2.21326 -1.81024 -2.84363
F -4.00665 -2.35504 -1.75703
S -1.78978 -3.21301 -0.65869
O -1.27193 -1.95246 -0.17401
O -2.68858 -3.94063 0.18771
N -0.70517 -4.15240 -1.32197
S 0.83712 -3.90354 -1.24608
O 1.23155 -3.03615 -0.14403
O 1.56368 -5.12653 -1.37832
C 1.24119 -2.95312 -2.77598
F 0.78914 -1.71328 -2.69480
F 2.55773 -2.94101 -2.95017
F 0.67543 -3.56241 -3.82170
Br -0.08110 -4.65642 2.30007
C -1.00925 -3.13331 2.92744
C -2.15956 -3.34549 3.66882
C -2.74636 -2.25315 4.28457
C -2.14193 -1.01190 4.15770
C -1.03008 -0.90041 3.35003
N -0.47041 -1.94420 2.70863
C -0.39503 0.45023 3.07238
O -0.50869 1.35525 3.90627
O 0.21288 0.50028 1.96382
H -2.55732 -4.34360 3.76404
H -3.64844 -2.37750 4.86867
H -2.51001 -0.11920 4.64180
C -0.99954 1.13461 -4.70281
Si -0.24485 2.01125 -3.20822
C 1.63027 1.98097 -3.45075
C -0.74144 3.83334 -3.42871
As -0.67265 1.16378 -1.11725
Si -2.91208 1.65894 -0.94002
C -3.74167 0.57252 0.36620
C -3.98767 1.60109 -2.49445
C -3.16636 3.42395 -0.27303
H -0.60771 1.55722 -5.63278
H -2.08576 1.24194 -4.70783
H -0.77175 0.06635 -4.68816
H 1.90072 2.12992 -4.50001
H 2.05913 1.03170 -3.11955
H 2.11343 2.77134 -2.86974
H -0.35156 4.24010 -4.36753
H -0.35141 4.43697 -2.60619
H -1.82743 3.95266 -3.43814
H -3.81800 -0.47278 0.06080
H -4.74642 0.93614 0.59930
H -3.14776 0.59568 1.28511
H -3.89864 0.64875 -3.02235
H -3.69116 2.39149 -3.18663
H -5.04069 1.75091 -2.23909
H -2.71670 3.51449 0.72014
H -4.22543 3.69346 -0.19093
H -2.67899 4.14872 -0.92959
```

Calculated values
LUMO (alpha / beta) (eV): 1.89 / 1.85
ΔE to the lowest compared entry with this formula, charge and spin (kJ/mol): 22.4
Net charge: -1
Spin multiplicity: 4
Orbital gap (alpha / beta) (eV): 5.213 / 5.175


(3)
C14H20ClFN4 | ωB97M-V with the def2-TZVPD basis set

The geometry in XYZ format:
```
40
Properties=species:S:1:pos:R:3
C 1.85110 -2.36067 1.76354
C 1.85764 -1.51177 2.84518
N 1.76328 -0.81546 3.79178
N 2.92070 -2.39691 0.89936
C 2.99637 -3.40081 -0.04742
C 3.99765 -3.39582 -0.99193
C 4.97226 -2.39281 -0.98628
C 4.92575 -1.42610 0.01798
C 3.91335 -1.43648 0.96397
H 1.08140 -3.12502 1.68710
H 2.22936 -4.16923 0.05785
H 3.99759 -4.19858 -1.72735
H 5.74889 -2.36605 -1.74913
H 5.67174 -0.64434 0.10904
H 3.86342 -0.72893 1.78767
Cl -5.08758 2.28908 -1.90526
C -3.62533 2.96235 -1.13690
N -2.68903 1.91129 -0.65480
C -3.28669 1.04101 0.43932
C -2.25615 0.08601 0.94286
N -0.98606 0.37864 0.22360
F 0.05367 -0.54968 0.74787
C -0.51343 1.76853 0.48104
C -1.55339 2.68850 -0.05530
C -1.12029 0.10304 -1.23184
C -2.12589 1.05854 -1.78038
H -3.08533 3.56933 -1.87459
H -3.92542 3.55890 -0.26606
H -3.60422 1.71990 1.23954
H -4.16396 0.53970 0.01922
H -2.05296 0.20854 2.01146
H -2.50326 -0.95867 0.73191
H -0.38640 1.87270 1.56103
H 0.44211 1.88390 -0.03539
H -1.15900 3.32293 -0.85539
H -1.98839 3.31280 0.73153
H -0.12747 0.23737 -1.67184
H -1.42739 -0.94253 -1.32618
H -2.96731 0.55822 -2.26902
H -1.65130 1.74858 -2.48775
```

Calculated values
LUMO (eV): -7.36
ΔE to the lowest compared entry with this formula, charge and spin (kJ/mol): 426.8
Net charge: +2
Orbital gap (eV): 4.745


(4)
CH4O3 | ωB97M-V with the def2-TZVPD basis set

The geometry in XYZ format:
```
8
Properties=species:S:1:pos:R:3
O 1.43605 1.64687 -0.67925
C 0.48000 0.87809 -0.84891
O 0.00000 0.00000 0.00000
H 0.07471 0.63424 -1.85088
H -0.73453 -0.51478 -0.43298
O 0.28733 1.87918 4.48959
H 0.82897 2.69375 4.38293
H -0.28685 1.85676 3.69079
```

Calculated values
LUMO (eV): 0.28
ΔE to the lowest compared entry with this formula, charge and spin (kJ/mol): 79.0
Orbital gap (eV): 11.188
SMILES: O=CO.O


(5)
C33H36CrN8O2Si | ωB97M-V with the def2-TZVPD basis set

The geometry in XYZ format:
```
81
Properties=species:S:1:pos:R:3
Cr -0.33335 -0.75455 -0.80546
C -2.88686 -2.21155 -0.44572
N -1.60708 -2.47847 -1.09951
C -0.55494 -3.29834 -0.45086
C 0.71436 -2.50122 -0.69683
N 1.05159 -1.68119 0.39556
C 3.38698 -2.30100 0.30749
C 4.58626 -2.44874 0.99150
C 5.44375 -3.50523 0.72056
C 5.09357 -4.43262 -0.25145
C 3.89089 -4.31997 -0.92840
C 3.03329 -3.25961 -0.65121
N 1.82379 -3.10709 -1.33911
C -3.17916 -0.76832 -0.72486
N -2.24856 0.01325 -1.21698
C -2.80971 1.28965 -1.26433
C -2.27588 2.49420 -1.71635
C -3.07115 3.61758 -1.60808
C -4.36897 3.55200 -1.07311
C -4.91530 2.35668 -0.64903
C -4.10775 1.23362 -0.76367
N -4.31643 -0.10694 -0.44129
H -2.76712 -2.34389 0.63208
H -3.70272 -2.85672 -0.78201
H -1.73945 -2.75357 -2.06405
H -0.50332 -4.31460 -0.85062
H -0.79075 -3.36803 0.61534
H 4.87412 -1.71636 1.73040
H 6.37823 -3.59831 1.25596
H 5.75726 -5.25647 -0.47818
H 3.61121 -5.05486 -1.67470
H 1.62575 -3.79941 -2.04195
H -1.28558 2.53513 -2.15011
H -2.69316 4.57040 -1.95491
H -4.95875 4.45584 -1.00310
H -5.91664 2.30396 -0.24363
H -5.15460 -0.50772 -0.05663
O -0.88155 3.88223 1.53007
C -1.95419 3.19364 2.07520
C -2.99178 3.87533 2.66768
C -4.07471 3.19118 3.21192
C -4.08889 1.80093 3.16144
C -3.04816 1.11310 2.57232
C -1.93741 1.77901 1.99444
C -0.96525 0.96375 1.36017
O -1.04309 -0.30215 1.19088
N 0.24391 1.61392 0.70997
N 0.46196 0.92468 -0.53131
C 1.10658 1.57383 -1.50563
C 1.16132 0.79933 -2.67168
C 1.81689 1.18899 -3.86835
C 1.81321 0.35908 -4.94008
C 1.14880 -0.89049 -4.83233
C 0.53776 -1.22006 -3.66877
N 0.50325 -0.40985 -2.56370
H -1.05689 4.82972 1.55779
H -2.95872 4.95939 2.70288
H -4.88184 3.73968 3.67619
H -4.91407 1.25220 3.59652
H -3.04815 0.03189 2.53952
H 1.50902 2.57417 -1.40654
H 2.31428 2.14985 -3.90043
H 2.30947 0.63932 -5.85893
H 1.12652 -1.58178 -5.66284
H 0.02689 -2.16910 -3.56556
C 1.48578 1.62772 1.55494
Si 2.45035 0.02166 1.93629
C 1.66828 -0.83323 3.38558
C 4.11723 0.70743 2.38291
C 2.42697 -1.13860 0.42981
H 1.19596 2.08414 2.50458
H -0.01712 2.59022 0.52936
H 2.17460 2.31922 1.06238
H 1.80648 -0.22977 4.28599
H 2.13572 -1.80470 3.56693
H 0.59274 -0.97394 3.25231
H 3.97229 1.60641 2.98900
H 4.70454 0.98562 1.50554
H 4.70224 0.01030 2.98174
H 0.72850 -1.99403 1.30599
H 2.53642 -0.51779 -0.46693
```

Calculated values
LUMO (alpha / beta) (eV): -2.26 / -2.26
Net charge: +1
Spin multiplicity: 2
Orbital gap (alpha / beta) (eV): 6.045 / 6.641


(6)
C19H21ClN4O5 | ωB97M-V with the def2-TZVPD basis set

The geometry in XYZ format:
```
50
Properties=species:S:1:pos:R:3
C -5.26560 -2.07153 -1.52692
H -5.73948 -2.45500 -2.45886
H -4.16055 -1.72292 -1.98973
H -5.17098 -2.89994 -0.90253
C -5.99658 -1.04462 -1.13437
C -5.26735 -0.49295 0.27966
O -5.56968 -0.91208 1.51868
N -4.19473 0.46244 -0.11260
C -3.70785 0.95712 -1.33680
H -4.21578 0.54749 -2.09228
C -2.25955 0.67264 -1.41760
N -1.52382 1.05620 -0.42457
C -0.03712 0.97334 -0.58753
C 0.70108 0.64455 -1.46404
C 2.02899 0.73409 -1.75420
C 2.64963 1.50993 -0.58420
C 2.03767 2.05204 0.32265
C 0.59980 1.98299 0.45071
Cl -0.10118 3.08799 1.48548
H 2.47888 2.92141 1.07503
N 4.08172 1.64797 -0.84834
C 4.91087 0.74516 -0.48636
O 6.21559 0.93578 -0.74224
C 4.43999 -0.63972 -0.09770
C 5.18754 -1.71727 -0.51302
C 4.37714 -2.83653 0.18908
C 3.13552 -2.36256 0.45749
N 1.89857 -2.47518 0.87018
O 0.88138 -1.86241 1.08424
O 1.80509 -3.85854 1.23307
O 3.26716 -0.76180 0.13141
H 4.42778 -3.93349 0.20702
H 6.23717 -1.98374 -0.55674
H 4.50893 2.44771 -0.88774
H 2.55382 0.18972 -2.41156
H 0.22557 0.10170 -2.15881
C -1.89105 0.42121 0.75869
H -1.30062 0.76522 2.02677
C -3.37812 0.91273 1.14926
H -3.89637 0.55545 2.13196
H -3.31434 1.88427 1.36544
H -2.01778 -0.61144 1.13553
H -1.91771 0.86024 -2.33469
H -2.22156 -0.76702 -1.47760
H -3.77307 2.09090 -1.28990
C -7.27030 -1.31910 -0.53724
H -7.91580 -1.76486 -1.31587
H -7.23301 -2.15027 0.29830
H -7.92009 -0.29601 -0.22866
H -6.23739 0.00795 -1.66329
```

Calculated values
LUMO (eV): -1.96
ΔE to the lowest compared entry with this formula, charge and spin (kJ/mol): 1800.0
Orbital gap (eV): 6.610


(7)
C3H4N2O | ωB97M-V with the def2-TZVPD basis set

The geometry in XYZ format:
```
10
Properties=species:S:1:pos:R:3
H 2.76222 -0.03396 -0.63998
N 1.77860 0.19568 -0.53770
C 1.27477 -0.43237 0.43399
O -0.02409 -0.33811 0.77638
C -0.84084 0.47212 -0.06138
C -2.15748 -0.16513 -0.16268
N -3.21000 -0.63305 -0.25586
H 1.77762 -1.12112 1.11801
H -0.39908 0.59130 -1.05510
H -0.96171 1.46464 0.38434
```

Calculated values
LUMO (eV): 0.76
ΔE to the lowest compared entry with this formula, charge and spin (kJ/mol): 143.0
Orbital gap (eV): 11.742
SMILES: [H]/N=C/OCC#N


(8)
C9H19O4 | ωB97M-V with the def2-TZVPD basis set

The geometry in XYZ format:
```
32
Properties=species:S:1:pos:R:3
C -0.52659 2.92157 4.87987
C -0.61122 1.98081 3.88156
O -0.41416 2.25717 2.62994
H -0.21534 3.94295 4.65554
H -0.67949 2.62551 5.91722
H -0.97878 0.96673 4.10723
C -0.81645 0.89545 1.35104
C -0.53875 1.53967 0.00487
O 0.81683 1.42376 -0.34232
C 1.09054 1.81724 -1.66303
H -1.88387 1.08314 1.55623
H 0.08731 0.36621 1.69511
H -0.82707 2.60680 0.00426
H -1.19853 1.08663 -0.75901
H 2.17486 1.75114 -1.81412
H 0.59382 1.13395 -2.37425
H 0.76857 2.85582 -1.85411
C -1.50396 -1.13402 0.81369
O -1.02451 -1.68119 -0.35269
C 0.34962 -2.00457 -0.35467
C 0.73052 -2.62933 -1.67249
O 0.61118 -1.69155 -2.71058
C 1.01016 -2.19570 -3.95889
H -2.58277 -0.97056 0.73261
H -1.16289 -1.65749 1.71844
H 0.56357 -2.72221 0.45663
H 0.95971 -1.10314 -0.18325
H 0.08669 -3.50565 -1.87280
H 1.77329 -2.99033 -1.59448
H 0.87237 -1.40150 -4.70232
H 2.07222 -2.49717 -3.94499
H 0.40313 -3.07014 -4.25023
```

Calculated values
LUMO (alpha / beta) (eV): 0.72 / -1.04
ΔE to the lowest compared entry with this formula, charge and spin (kJ/mol): 310.8
Spin multiplicity: 2
Orbital gap (alpha / beta) (eV): 8.125 / 6.278